# 1
Computed, not measured: a cluster of 6 separate species, H12O6 in total, with ωB97M-V with the def2-TZVPD basis set.

Results
E_tot ... -12480.891 eV
2S+1 ... 1
Net charge ... 0
Frontier orbital gap ... 11.47 eV
Relative energy (zero: lowest compared OMol25 entry of this formula, charge and spin) ... 5.1 kcal/mol
Max |F| ... 0.535 eV/Å
Structure (SMILES) ... O.O.O.O.O.O
LUMO energy ... 0.45 eV

Last column: natural (NBO) charge in e.
Cartesian coordinates (Å):
O: 1.786 1.155 -1.381  -0.974
O: 1.666 1.641 1.459  -0.980
O: -2.157 -0.374 -1.402  -0.990
O: 0.279 -0.746 1.218  -1.003
O: -2.339 -0.094 1.259  -0.981
O: 0.419 -1.285 -1.560  -0.998
H: 0.385 -1.326 1.980  0.485
H: 1.628 1.494 -0.486  0.502
H: -2.299 -0.226 0.277  0.509
H: 1.127 0.826 1.377  0.501
H: -1.354 -0.884 -1.657  0.516
H: -2.123 0.449 -1.916  0.485
H: 0.352 -1.308 -0.590  0.492
H: 0.898 -0.448 -1.702  0.502
H: 2.569 1.376 1.668  0.470
H: -2.905 -0.804 1.580  0.476
H: -0.672 -0.461 1.292  0.513
H: 2.738 1.014 -1.416  0.474

# 2
Computed, not measured: an isolated molecule of C4H10N2 in a non-equilibrium geometry, with ωB97M-V with the def2-TZVPD basis set.

Results
E_tot ... -7284.074 eV
2S+1 ... 1
Net charge ... 0
Frontier orbital gap ... 5.27 eV
Relative energy (zero: lowest compared OMol25 entry of this formula, charge and spin) ... 151.0 kcal/mol
Max |F| ... 5.440 eV/Å
LUMO energy ... -2.71 eV

Last column: natural (NBO) charge in e.
Cartesian coordinates (Å):
N: -0.055 0.189 1.825  -0.482
N: 0.838 0.538 -1.680  -0.553
C: 1.068 0.639 -0.236  -0.264
C: -0.339 0.669 0.502  -0.087
C: -0.435 -1.659 -0.152  -0.636
C: -1.210 -0.314 -0.212  -0.417
H: -1.347 -0.022 -1.256  0.240
H: -2.169 -0.316 0.356  0.212
H: 1.482 -0.304 0.148  0.243
H: 1.745 1.460 0.110  0.197
H: -0.066 -1.647 0.864  0.234
H: -1.009 -2.540 -0.387  0.215
H: -0.757 1.689 0.392  0.225
H: 0.180 1.012 2.387  0.319
H: 0.424 -1.491 -0.831  0.220
H: 1.537 1.056 -2.209  0.335

# 3
Computed, not measured: an isolated molecule of C6H12O in a non-equilibrium geometry, with ωB97M-V with the def2-TZVPD basis set.

Results
E_tot ... -8460.569 eV
2S+1 ... 1
Net charge ... 0
Frontier orbital gap ... 8.11 eV
Relative energy (zero: lowest compared OMol25 entry of this formula, charge and spin) ... 87.3 kcal/mol
Max |F| ... 2.193 eV/Å
Structure (SMILES) ... CCC/C=C\CO
LUMO energy ... 0.34 eV

Last column: natural (NBO) charge in e.
Cartesian coordinates (Å):
O: 1.120 -3.052 0.964  -0.715
C: -0.494 0.718 -0.248  -0.453
C: -0.735 2.146 -0.707  -0.393
C: 1.395 -0.691 0.576  -0.227
C: 0.472 -1.912 0.507  -0.106
C: 0.996 0.410 -0.147  -0.164
C: -2.202 2.411 -1.006  -0.609
H: 1.563 0.796 -0.997  0.207
H: -0.075 2.266 -1.571  0.198
H: -0.911 0.031 -1.007  0.204
H: -0.965 0.529 0.717  0.204
H: -2.537 3.429 -0.824  0.213
H: 0.194 -2.050 -0.533  0.179
H: 1.917 -0.680 1.531  0.219
H: -2.486 2.154 -2.034  0.205
H: -2.809 1.687 -0.449  0.204
H: 1.107 -3.173 1.921  0.473
H: -0.494 -1.777 1.020  0.158
H: -0.461 2.864 0.070  0.203

# 4
Computed, not measured: a cluster of 10 separate species, C14H32F2N8O13 in total in a non-equilibrium geometry, with ωB97M-V with the def2-TZVPD basis set.

Results
E_tot ... -59002.410 eV
2S+1 ... 1
Net charge ... -2
Frontier orbital gap ... 2.30 eV
Max |F| ... 9.344 eV/Å
LUMO energy ... 1.92 eV

Last column: natural (NBO) charge in e.
Cartesian coordinates (Å):
F: 8.024 4.279 -17.838  -0.978
F: 4.942 9.020 -18.167  -0.986
O: 5.752 6.150 -15.138  -0.769
O: -0.135 13.851 -14.080  -0.473
O: 3.746 7.686 -8.165  -0.679
O: 0.181 11.918 -14.008  -0.479
O: 8.139 10.261 -13.315  -0.685
O: 8.928 1.233 -12.016  -0.728
O: 4.687 2.852 -12.528  -0.742
O: 3.671 0.145 -12.589  -0.710
O: 7.276 7.029 -20.446  -0.757
O: -1.719 2.142 -16.925  -0.709
O: 1.552 13.198 -12.830  -0.682
O: 13.440 7.328 -15.757  -0.688
O: 7.677 -1.210 -10.883  -0.704
N: 14.021 5.486 -14.491  -0.839
N: 4.904 7.048 -9.769  -0.809
N: 2.945 6.181 -9.613  -0.856
N: 6.438 11.484 -14.137  -0.832
N: 7.186 12.015 -12.191  -0.827
N: 12.048 6.112 -14.374  -0.812
N: -0.211 0.841 -16.032  -0.813
N: -0.036 2.996 -15.825  -0.834
C: 3.886 6.962 -9.060  0.744
C: -0.711 1.979 -16.296  0.740
C: 13.165 6.369 -14.989  0.757
C: 0.124 15.190 -14.286  -0.252
C: 7.664 1.040 -11.777  0.381
C: 7.089 -0.299 -11.531  0.369
C: 7.394 11.274 -13.258  0.748
C: 0.583 13.017 -13.549  0.983
C: 4.840 0.400 -12.267  0.417
C: 0.797 10.731 -13.674  -0.077
C: 6.813 2.128 -12.037  -0.546
C: -0.170 9.648 -14.057  -0.625
C: 5.336 1.888 -12.215  0.439
C: 5.781 -0.526 -11.688  -0.516
H: -0.622 0.005 -16.424  0.402
H: 6.490 5.765 -15.615  0.598
H: 0.787 2.652 -15.350  0.396
H: 14.884 5.147 -14.893  0.389
H: -1.169 9.666 -13.621  0.220
H: 2.132 6.103 -9.019  0.403
H: 3.216 5.686 -10.451  0.407
H: 8.065 7.538 -20.646  0.553
H: 7.134 3.130 -12.279  0.168
H: 5.222 6.347 -10.423  0.392
H: -0.070 15.865 -13.453  0.184
H: 11.281 6.743 -14.554  0.401
H: 1.818 10.763 -14.053  0.202
H: 1.142 15.331 -14.650  0.194
H: -0.498 3.894 -15.842  0.413
H: 5.606 12.010 -13.913  0.377
H: 6.683 7.517 -19.869  0.590
H: 0.352 8.741 -13.748  0.216
H: 5.631 7.580 -9.313  0.394
H: 11.791 5.224 -13.967  0.408
H: 7.729 11.848 -11.356  0.416
H: -0.556 15.594 -15.036  0.191
H: 5.163 6.768 -15.578  0.581
H: 5.285 5.421 -14.723  0.572
H: -0.230 9.466 -15.130  0.213
H: 13.799 4.937 -13.674  0.383
H: 0.796 10.649 -12.587  0.185
H: 5.312 -1.425 -11.315  0.188
H: 0.599 0.700 -15.446  0.403
H: 6.355 10.797 -14.873  0.419
H: 6.366 12.593 -12.310  0.383
H: 7.541 6.263 -19.932  0.585